Molecular formula: C13H20Cl2N4O6W
Method: DFT, ωB97M-V with the def2-TZVPD basis set

HOMO energy (hartree): -0.8250
Calculated total energy (Eh): -2163.795824
Energy relative to the best compared isomer or geometry (same formula, charge and spin) (eV): 4.528
F_max (eV/Å): 0.61
Molar mass (g mol⁻¹): 583.071

```
! wB97M-V def2-TZVPD RIJCOSX def2/J DEFGRID3
* xyz 4 1
H -0.0096 2.1107 4.6877
H -1.3468 2.9704 5.1348
C -1.7179 1.7701 3.4754
H 1.3836 -3.7223 2.5361
H -2.4332 -2.5572 -1.7677
H 2.4622 2.5516 -0.9767
H -3.3267 -1.0445 -1.4481
H -2.1736 -1.6083 0.4706
N 1.7201 0.7918 -0.0798
C 0.3355 -3.6239 2.2758
H -2.5344 2.3849 3.0907
O -1.7122 0.4751 1.4480
C -1.8070 -0.8067 -3.8969
O -1.6223 -1.3291 -0.2806
C 0.3492 0.5895 -2.9519
O 0.2199 3.9065 0.4582
H 0.7502 1.1474 -4.9596
O 0.2208 1.0883 2.1236
C -1.0245 1.0946 2.3175
H 2.5871 2.5484 0.7714
W -0.0642 0.0985 0.0542
H -2.6641 -1.3732 -4.2416
H -2.1662 0.9983 4.1070
C 1.9504 2.2344 -0.0598
O -0.4111 1.8312 -0.3318
N 1.2652 -1.6213 -0.5094
C -1.5058 -0.7741 -2.5486
N -0.8213 2.6204 4.3205
H -0.3372 -3.9689 3.0558
O 4.0123 0.5690 -0.2657
C -1.0083 -0.1088 -4.7869
H 0.9052 -2.5121 -0.1439
H 1.1926 1.1284 -2.5492
C 0.5977 2.8883 0.0658
C 0.0951 0.5966 -4.2970
H 2.8394 -1.7879 0.9169
Cl 0.0271 -1.7699 2.2583
H 3.3678 -2.0081 -0.7587
Cl -0.0246 -4.3640 0.7503
H -0.4742 3.4475 3.8216
N -0.4406 -0.0886 -2.0657
H -1.2309 -0.1183 -5.8476
H 1.2418 -1.7218 -1.5257
C -2.3355 -1.4929 -1.5491
C 2.9799 0.0121 -0.1871
C 2.6892 -1.4518 -0.1114
*
```

Molecular formula: C21H24N2O4
Method: DFT, ωB97M-V with the def2-TZVPD basis set

HOMO energy (hartree): -0.3028
Calculated total energy (Eh): -1224.475674
Energy relative to the best compared isomer or geometry (same formula, charge and spin) (eV): 19.659
F_max (eV/Å): 19.64
Molar mass (g mol⁻¹): 368.433

```
! wB97M-V def2-TZVPD RIJCOSX def2/J DEFGRID3
* xyz 0 1
H -8.1178 0.2077 -1.6824
C -4.5527 -0.5460 1.0858
H -5.7606 0.2980 -2.0709
C 2.6857 0.6543 0.9473
H 3.5109 3.8523 0.5946
C 5.3703 -0.2364 -0.2680
H 3.6970 3.1485 -1.2922
C -2.3063 -0.5280 0.9706
H 6.8039 0.9501 0.7895
H -8.9907 -1.1366 -0.7223
H -6.0531 0.8607 0.4405
C 1.7963 2.4085 -0.2320
C 5.8953 -2.5038 -0.4103
N 1.5908 1.2947 0.2711
C -0.8067 1.6943 1.0182
H -1.4253 -2.0708 0.2017
C 3.3361 2.8697 -0.1223
C 7.1023 -2.2689 0.3071
H -2.7887 1.3777 1.3731
O -3.4491 -1.1547 0.9601
H 0.9229 -1.1557 -0.1253
H -5.4242 -1.0811 1.7554
C 0.3512 0.6850 0.5307
C 6.5089 0.1066 0.1839
H 4.6669 1.6828 1.4032
H -4.4727 1.1333 -0.2114
H 4.3352 -1.7704 -1.4414
C -5.3252 -0.3272 -1.1681
H 8.2187 -1.1166 1.3753
C -6.5593 -1.3190 -0.9579
C 3.9032 1.4778 0.4176
H -0.5757 2.6208 1.2876
C 5.1158 -1.5620 -0.9769
C 0.0615 -0.5805 0.1183
H -4.4665 -1.1127 -1.3834
H 4.0177 0.6898 -2.7239
C -5.0742 0.4176 0.0414
C -1.1578 -1.1422 0.2273
C -7.9593 -0.5241 -0.7137
H -6.4914 -2.0688 -0.0466
H -7.9871 0.1458 0.0186
H -6.6653 -2.1006 -1.7943
H -4.3400 0.1949 2.2752
O 2.8607 -0.5138 1.4740
O 3.6386 0.6318 -1.7994
C 7.2891 -1.0612 0.9172
C -2.1118 1.0333 1.0243
H 5.7323 -3.6227 -0.8424
N 4.7116 0.9350 -0.8175
H 7.8058 -3.0370 0.4716
O 0.9327 3.1700 -0.6787
*
```

Molecular formula: C4H13NO
Method: DFT, ωB97M-V with the def2-TZVPD basis set

HOMO energy (hartree): -0.3538
Calculated total energy (Eh): -290.132663
Energy relative to the best compared isomer or geometry (same formula, charge and spin) (eV): 1.749
F_max (eV/Å): 4.82
Molar mass (g mol⁻¹): 91.154
Structure (SMILES): CCOCC.N

```
! wB97M-V def2-TZVPD RIJCOSX def2/J DEFGRID3
* xyz 0 1
O 0.2342 0.9068 -0.0136
H 1.5227 -4.2061 2.3924
H -1.2576 3.0135 0.4082
C -1.0664 0.8623 0.6417
H -1.9247 0.5518 -0.0580
H 0.3116 -3.4921 1.4997
H 0.7743 -4.9723 0.9720
H 2.4487 0.9732 -1.7354
C 0.4673 0.2533 -1.3406
C 1.4285 1.0802 -2.1609
H -0.9808 0.1340 1.4098
H -0.5743 0.3742 -1.7425
H 1.0187 2.0834 -2.2808
H 0.6997 -0.7658 -1.1993
H -2.6131 2.1250 1.3779
N 0.6079 -4.4164 1.8403
H 1.3773 0.5536 -3.0881
H -0.9458 2.7177 1.9260
C -1.5281 2.2238 1.1515
*
```

Molecular formula: C8H13N3O
Method: DFT, ωB97M-V with the def2-TZVPD basis set

⟨S²⟩: 2.009
HOMO energy (alpha / beta) (hartree): -0.2211 / -0.3169
Calculated total energy (Eh): -551.890965
Energy relative to the best compared isomer or geometry (same formula, charge and spin) (eV): 1.414
F_max (eV/Å): 4.11
Molar mass (g mol⁻¹): 167.212

```
! wB97M-V def2-TZVPD RIJCOSX def2/J DEFGRID3
* xyz 0 3
C 0.7093 -1.1016 0.5395
H -1.0957 3.1197 -0.1026
C -3.5708 -0.3427 0.0146
H 2.2116 -2.3533 1.4631
H -3.3446 1.5348 0.6932
O -4.7677 -0.2958 -0.3211
C -0.4894 0.8826 -0.1647
H -0.0629 -2.2218 -1.2246
H -3.4338 -2.4445 -0.1902
N -1.5112 0.7665 0.8579
N -0.2881 -1.7446 -0.3494
C -1.5023 -1.6848 0.0282
C 0.8558 0.3747 0.2654
H -0.7488 0.3045 -1.0248
H 2.7736 -1.2928 0.1300
C -0.5147 2.4305 -0.6088
H 1.6464 0.4546 -0.5926
H 1.8442 -2.7291 -0.1040
H 0.1840 -0.9681 1.5460
H -0.8485 2.6114 -1.6446
C -2.7589 -1.5894 -0.1397
N -2.8018 0.7194 0.4986
H 0.5514 2.5732 -0.5848
C 1.9841 -1.8622 0.4727
H 1.2489 0.8240 1.1483
*
```

Molecular formula: C4H15NO3
Method: DFT, ωB97M-V with the def2-TZVPD basis set

HOMO energy (hartree): -0.2616
Calculated total energy (Eh): -441.775540
Energy relative to the best compared isomer or geometry (same formula, charge and spin) (eV): 2.894
F_max (eV/Å): 5.05
Molar mass (g mol⁻¹): 125.168
Structure (SMILES): C=C(C)NC.O.O.O

```
! wB97M-V def2-TZVPD RIJCOSX def2/J DEFGRID3
* xyz 0 1
H -2.4972 1.8227 0.3128
H -1.2251 0.1119 0.7266
O -0.6415 1.2263 6.0522
H 1.8401 -1.8359 -0.3393
H -0.4057 0.4096 5.5051
C -1.4612 1.3468 -1.5783
H 0.1235 1.4742 6.5590
H -1.3667 2.9365 -0.5378
O 1.5202 -2.5072 -0.8428
H 0.2354 -0.7810 0.3789
H -2.5880 2.2906 -3.0331
H -1.1195 -1.4092 -0.3745
H -3.0985 2.7261 -0.8997
C -1.7233 1.7014 -2.8707
C -0.6666 -0.4209 -0.0876
H 4.6871 -3.3426 -0.3223
H -0.1685 -0.1176 -2.0149
H -1.1916 1.3473 -3.7341
C -2.1512 2.1762 -0.5740
N -0.5825 0.3296 -1.2937
H 4.5704 -2.0351 0.1728
O 4.1268 -2.6611 -0.4533
H 2.2518 -3.1893 -0.7293
*
```

Molecular formula: C14H8CoN2O8
Method: DFT, ωB97M-V with the def2-TZVPD basis set

⟨S²⟩: 0.768
HOMO energy (alpha / beta) (hartree): -0.3302 / -0.3285
Calculated total energy (Eh): -2632.501301
Energy relative to the best compared isomer or geometry (same formula, charge and spin) (eV): 0.000
F_max (eV/Å): 0.06
Molar mass (g mol⁻¹): 391.157

```
! wB97M-V def2-TZVPD RIJCOSX def2/J DEFGRID3
* xyz 0 2
C -2.9466 -0.8271 0.4538
O 1.4387 1.2122 0.5669
C 1.6799 1.6047 -0.6211
C -2.2968 -1.7007 1.4826
C 2.9495 3.0884 -2.0690
C -2.3876 -3.4026 3.1525
O 1.2043 -1.6080 4.5420
C 0.6847 -1.1902 3.5316
C 2.6480 2.6368 -0.8226
C -0.5861 -1.8588 3.0216
H 3.1297 3.0403 0.0569
N 2.6420 3.0327 -4.5301
C -1.1979 -2.9238 3.6636
C 2.3053 2.5373 -3.1982
H -4.2428 -0.8549 -0.8964
H -0.7188 -3.3320 4.5421
O 1.0548 -0.1936 2.7972
O 2.0708 2.5371 -5.4834
O 3.4768 3.9131 -4.6080
O -3.8129 -1.5012 -0.3158
C 0.0670 0.0484 -1.7000
C 1.0426 1.0703 -1.7875
O -0.3701 -0.4827 -0.6624
C -2.9593 -2.7694 2.0530
H -2.8902 -4.2410 3.6158
N -1.1054 -1.2918 1.9335
O -2.7642 0.3564 0.3846
C 1.3761 1.5524 -3.0683
H -3.9147 -3.0773 1.6553
H -0.3500 -0.3169 -2.6458
Co 0.1944 -0.0739 1.1248
H 0.8972 1.1471 -3.9499
H 3.6818 3.8686 -2.2193
*
```